Record 1
Entry from OMol25: a molecular structure, C41H52BF5KN11P2S (ωB97M-V/def2-TZVPD).

Structure (XYZ):
```
114
Properties=species:S:1:pos:R:3:forces:R:3:lowdin_charge:R:1
K 0.74637 0.64922 -0.70061 -0.281 -0.357 -0.547 0.506
C 2.35092 -2.82313 -2.85240 -0.064 0.084 0.060 -0.040
C 2.97422 -2.40345 -1.56081 0.064 -0.131 0.051 -0.362
C 4.14275 -2.93291 -0.97092 -0.045 0.078 0.032 -0.027
C 4.31831 -2.19383 0.17110 -0.083 -0.140 -0.046 -0.064
N 3.29588 -1.30648 0.25726 0.384 -0.061 0.023 0.012
N 2.47260 -1.43449 -0.81434 0.064 0.077 0.028 0.056
B 3.37550 -0.08638 1.17616 -0.061 -0.103 0.313 -0.688
N 3.81079 1.18532 0.41817 0.205 0.136 -0.034 0.009
C 4.45041 2.26271 0.91631 0.007 0.096 -0.159 -0.098
C 4.58061 3.19022 -0.09919 -0.047 -0.119 0.095 -0.039
C 3.98021 2.57081 -1.21753 0.029 0.050 0.089 -0.366
C 3.84187 3.08102 -2.61487 -0.018 -0.025 -0.022 -0.027
N 3.52259 1.37281 -0.89352 -0.205 -0.018 0.121 0.097
N 2.04932 0.20405 1.96395 0.063 0.142 0.139 -0.036
C 1.97354 1.14275 2.93419 -0.004 0.033 -0.086 -0.101
C 0.72477 1.07803 3.50248 0.018 0.000 -0.021 -0.031
C 0.08045 0.03951 2.80447 -0.020 0.039 -0.081 -0.358
C -1.31863 -0.45522 2.99838 0.042 -0.034 -0.032 -0.041
N 0.88785 -0.48320 1.88561 -0.085 -0.118 0.043 0.082
N 4.41543 -0.38659 2.28622 -0.104 -0.041 0.051 -0.035
C 4.17308 -1.15856 3.37120 0.011 0.104 -0.116 -0.079
C 5.37867 -1.42398 3.97291 0.085 -0.037 0.072 -0.035
C 6.33080 -0.76523 3.16462 -0.128 -0.025 0.013 -0.371
C 7.81305 -0.68898 3.34823 -0.001 0.026 -0.027 -0.050
N 5.73908 -0.15560 2.14872 0.093 -0.017 0.017 0.117
H 3.04404 -3.44760 -3.41702 0.005 0.010 -0.004 0.073
H 2.08038 -1.94999 -3.44488 -0.043 -0.018 -0.034 0.021
H 1.43716 -3.39825 -2.68731 0.028 0.037 -0.034 0.043
H 4.76589 -3.72904 -1.34396 -0.004 0.012 0.006 0.090
H 5.09726 -2.22418 0.91489 -0.023 -0.019 -0.046 0.108
H 4.80574 2.27739 1.93331 0.006 0.010 -0.034 0.110
H 5.05960 4.15527 -0.05279 -0.005 -0.025 0.012 0.097
H 3.63193 4.15142 -2.62575 -0.013 -0.007 -0.002 0.070
H 3.02829 2.56157 -3.12234 0.023 0.016 -0.009 0.067
H 4.75965 2.91268 -3.18277 -0.004 0.007 -0.003 0.075
H 2.81329 1.78311 3.15250 -0.031 -0.013 0.003 0.118
H 0.32254 1.69247 4.29118 0.020 -0.002 -0.005 0.097
H -1.94922 0.32803 3.42002 0.012 0.008 -0.015 0.070
H -1.35154 -1.31071 3.67547 0.001 -0.018 -0.008 0.074
H -1.74201 -0.76839 2.04350 -0.033 -0.008 0.007 0.045
H 3.16808 -1.46238 3.62054 0.037 0.012 -0.002 0.125
H 5.55352 -2.00283 4.86592 0.001 0.022 -0.029 0.089
H 8.14068 -1.37696 4.12728 0.001 -0.007 -0.003 0.066
H 8.12129 0.31871 3.63329 0.011 -0.012 0.005 0.069
H 8.32821 -0.94276 2.42124 0.005 0.010 0.014 0.071
C -3.28487 0.85114 -2.77294 0.004 -0.006 -0.064 -0.275
P -2.66588 0.78454 -1.05249 0.082 0.016 0.198 1.018
C -3.72128 -0.59927 -0.38806 -0.275 0.137 -0.020 -0.377
N -4.98023 -0.33563 -0.14328 0.038 0.042 -0.020 0.127
C -5.75419 -1.28344 0.44640 0.192 -0.173 0.017 -0.213
C -7.10589 -1.00818 0.73834 -0.131 -0.045 0.054 -0.018
C -7.87155 -1.95837 1.35859 -0.016 0.186 -0.075 -0.091
C -7.31941 -3.20769 1.70771 0.111 -0.154 0.037 -0.090
C -6.01054 -3.49573 1.42999 -0.105 -0.053 0.044 -0.017
C -5.20489 -2.53328 0.78697 -0.024 0.258 -0.099 -0.210
N -3.91409 -2.82283 0.48072 0.059 0.076 0.018 0.125
C -3.17322 -1.90815 -0.09800 -0.189 -0.301 0.174 -0.393
P -1.42756 -2.33517 -0.55087 0.149 0.113 0.022 1.036
C -1.80686 -2.85374 -2.27556 0.058 -0.007 -0.064 -0.274
C -1.08340 -3.97516 0.30120 0.038 -0.091 -0.032 -0.719
C 0.36927 -4.29246 -0.08854 -0.023 0.084 0.007 -0.112
C -1.96744 -5.15468 -0.10126 -0.076 0.021 -0.029 -0.105
C -1.10695 -3.76188 1.81712 -0.028 0.012 -0.067 -0.111
C -3.43775 2.32541 -0.28107 0.067 0.062 0.005 -0.717
C -3.40712 2.16985 1.24232 0.035 -0.014 -0.059 -0.103
C -2.45910 3.45110 -0.65819 0.009 -0.101 -0.017 -0.121
C -4.83352 2.73002 -0.75739 0.066 -0.008 -0.008 -0.103
H -4.37132 0.79752 -2.84628 -0.022 0.005 0.075 0.039
H -2.81562 0.04609 -3.33868 -0.013 0.046 -0.004 -0.015
H -2.92528 1.78446 -3.21249 -0.001 -0.035 -0.025 0.040
H -7.50140 -0.03831 0.46313 -0.004 -0.015 0.008 0.110
H -8.91000 -1.75394 1.58766 0.010 0.006 -0.006 0.098
H -7.94361 -3.94355 2.19926 0.015 -0.004 -0.002 0.098
H -5.56187 -4.44851 1.68236 -0.023 0.006 0.008 0.111
H -2.73348 -3.42241 -2.36479 0.006 -0.014 0.033 0.044
H -0.97598 -3.45569 -2.64991 -0.015 0.049 -0.007 0.032
H -1.84020 -1.95472 -2.89229 -0.046 -0.054 -0.023 -0.049
H 0.47470 -4.47105 -1.16046 -0.014 -0.010 0.032 0.057
H 0.69391 -5.20158 0.42780 -0.018 0.023 0.019 0.087
H 1.03421 -3.47188 0.18827 0.046 -0.043 -0.020 0.064
H -1.90261 -5.35196 -1.17463 -0.007 0.007 0.045 0.069
H -3.00833 -4.97660 0.16106 0.037 -0.053 -0.034 0.051
H -1.62653 -6.05693 0.41850 0.037 0.014 0.001 0.078
H -0.41062 -2.96781 2.09179 -0.002 0.022 0.038 0.055
H -0.78188 -4.68306 2.31279 -0.014 0.013 -0.005 0.082
H -2.10412 -3.51051 2.17987 -0.002 -0.003 0.002 0.063
H -2.39868 1.91435 1.58345 -0.042 -0.003 0.014 0.064
H -4.09734 1.40004 1.58999 0.005 0.000 -0.010 0.069
H -3.68947 3.11730 1.71328 0.008 -0.012 -0.007 0.084
H -1.44809 3.21769 -0.31518 -0.029 0.059 -0.033 0.051
H -2.77730 4.38755 -0.18927 -0.013 -0.007 0.003 0.086
H -2.41674 3.60975 -1.73849 0.017 -0.015 0.033 0.070
H -5.58155 1.99347 -0.47770 -0.009 -0.003 -0.021 0.052
H -4.85459 2.85878 -1.84164 -0.027 -0.001 0.025 0.069
H -5.09813 3.69485 -0.30915 0.006 -0.025 0.007 0.079
S -0.09622 -0.24269 -3.85528 0.146 -0.156 -0.037 0.527
C 0.16281 1.44729 -4.01584 -0.105 -0.107 0.055 -0.825
C 0.44259 2.03376 -5.27601 0.043 0.412 0.121 -0.127
C 0.59639 3.39942 -5.37962 -0.037 -0.308 -0.038 -0.104
C 0.46828 4.19331 -4.23782 -0.004 0.106 0.091 -0.109
C 0.21218 3.54886 -3.04399 0.045 -0.009 -0.094 -0.204
N 0.07595 2.22635 -2.91235 -0.060 0.398 -0.011 -0.037
H 0.52239 1.38578 -6.13575 0.008 -0.023 -0.032 0.083
H 0.80922 3.84848 -6.34376 -0.002 0.012 0.012 0.094
H 0.57483 5.27026 -4.26929 -0.006 -0.029 -0.019 0.087
H 0.11398 4.13024 -2.12832 -0.009 -0.082 -0.113 0.082
F 0.96272 3.11559 0.39297 -0.075 -0.103 -0.026 0.088
C 1.64823 4.22718 0.57335 0.012 -0.140 0.214 -0.219
F 1.76523 4.91226 -0.53616 0.127 0.260 -0.205 0.156
C 1.16982 5.04219 1.75143 0.173 0.097 0.144 -0.574
F 2.13673 5.87827 2.14873 0.029 0.042 -0.009 0.156
F 0.85178 4.24096 2.76188 -0.025 0.012 0.062 0.169
F 0.09626 5.79683 1.45774 -0.101 -0.042 -0.071 0.155
```
Positions in Å, forces in eV/Å.

## Properties
HOMO level (alpha / beta), Eh: -0.154 / -0.154
ΔE to the lowest compared entry with this formula, charge and spin, eV: 0.794
Total charge: -1
Multiplicity: 2

---

Record 2
Entry from OMol25: a molecular structure, C41H52N5O3S3SeTi (ωB97M-V/def2-TZVPD).

Structure (XYZ):
```
106
Properties=species:S:1:pos:R:3:forces:R:3:lowdin_charge:R:1
Ti 0.86084 0.72961 -1.12469 0.445 -1.706 -0.576 0.701
C -1.23633 -5.62905 3.17218 0.567 0.535 1.244 -0.055
C -1.81226 -4.22598 3.11525 -0.768 0.594 0.010 -0.560
C -3.30203 -4.32935 2.78930 0.241 2.340 -3.387 -0.050
C -1.61213 -3.59248 4.53937 0.036 0.386 -2.469 -0.047
C -1.10856 -3.42111 2.00526 -0.746 -0.622 0.135 -0.199
C -0.59030 -2.19862 2.24401 0.524 2.487 1.333 -0.043
C -0.00324 -1.46244 1.18384 -0.126 0.076 1.742 -0.399
Se 0.90273 0.16726 1.49225 -0.724 1.179 0.852 1.169
C -0.71312 1.31780 1.77797 0.966 -1.093 -0.456 -0.329
C -1.27970 1.43944 3.02544 -0.144 0.699 1.984 -0.045
C -2.45390 2.21531 3.23993 1.445 -1.281 0.557 -0.174
C -2.92188 2.82873 2.11965 -1.334 1.465 -1.697 -0.020
C -2.39081 2.71671 0.84670 1.589 -0.157 -1.529 -0.075
C -1.25481 1.83946 0.61196 -1.688 0.565 1.792 -0.348
O -0.78640 1.45017 -0.56099 -0.689 0.759 -1.006 -0.288
C -2.85748 3.59653 -0.35153 1.086 -1.574 -0.046 -0.470
C -3.73124 4.72867 0.09915 -2.572 -1.997 -0.940 -0.076
C -1.55160 4.23080 -0.98415 -1.904 -0.737 -2.932 -0.031
C -3.61959 2.58075 -1.34459 0.450 2.009 -0.917 -0.021
C -3.19113 2.46456 4.55693 -0.708 -0.594 0.544 -0.509
C -2.58401 1.64967 5.75964 0.044 -0.462 -2.373 -0.045
C -3.18316 3.96717 4.89889 -1.404 -0.112 1.828 -0.058
C -4.72215 2.03978 4.33984 1.454 -0.070 -0.674 -0.033
C 0.02094 -1.88957 -0.11406 0.502 0.259 -0.635 -0.410
O 0.58017 -1.22054 -1.11916 0.331 1.495 0.450 -0.259
C -0.58073 -3.08714 -0.38857 -1.339 -3.641 0.093 -0.092
C -1.07891 -3.85654 0.67593 -0.024 0.336 -0.180 0.041
C -0.77735 -3.56905 -1.84449 -0.053 -0.076 -0.200 -0.517
C -1.44851 -4.96854 -1.98371 1.857 0.073 0.784 -0.064
C 0.57722 -3.64898 -2.59961 -0.778 -0.533 -0.448 -0.030
C -1.75467 -2.54168 -2.40130 -0.121 1.583 -0.165 -0.053
H -1.73059 -6.07478 4.05616 0.563 -0.310 -0.404 0.087
H -0.15056 -5.42496 3.37949 -0.746 -1.123 -0.344 0.111
H -1.46121 -6.25108 2.30325 0.407 0.195 -0.011 0.083
H -3.89503 -4.97027 3.37914 -0.480 -0.979 0.676 0.063
H -3.36658 -4.53688 1.65561 -0.224 -0.492 1.756 0.101
H -3.77037 -3.31425 2.76538 0.288 -0.537 0.550 0.095
H -1.86526 -4.33550 5.21098 -0.871 -1.442 1.624 0.044
H -2.23355 -2.69572 4.74017 0.816 -0.312 -0.249 0.097
H -0.53904 -3.52454 4.61322 0.396 0.928 0.524 0.081
H -0.72483 -1.74160 3.29558 0.649 -0.572 -1.977 0.131
H -0.70720 1.04104 3.89032 -0.636 0.076 -0.678 0.110
H -3.80175 3.50686 2.16647 0.788 -0.627 0.304 0.104
H -3.25283 5.32086 0.78872 1.312 1.746 1.348 0.062
H -4.62079 4.32562 0.64146 0.340 0.317 -0.557 0.092
H -4.10549 5.27028 -0.76733 0.101 0.296 0.069 0.093
H -0.86862 4.63618 -0.31763 1.193 0.351 1.779 0.060
H -1.76433 5.10540 -1.67069 -0.304 -0.985 0.536 0.101
H -1.05314 3.46305 -1.61431 -0.116 0.670 0.499 0.065
H -4.70855 2.75907 -1.29077 0.426 -0.246 0.165 0.077
H -3.39850 1.52532 -1.16765 0.042 0.247 0.117 0.071
H -3.32592 2.85813 -2.40573 -0.342 -0.399 1.042 0.079
H -1.53397 1.89478 5.68749 0.529 -0.145 0.442 0.062
H -2.68118 0.53176 5.54707 -0.068 1.440 0.709 0.102
H -2.93800 2.00733 6.71522 -0.400 -0.310 0.194 0.072
H -2.26810 4.54473 5.03020 0.445 -0.720 0.098 0.085
H -3.81910 4.08251 5.86035 1.023 0.046 -1.437 0.111
H -3.69954 4.47910 4.11980 -0.622 0.536 -0.563 0.053
H -4.75226 0.94162 4.31176 -0.176 0.281 -0.016 0.082
H -5.15525 2.42828 3.39541 0.420 -0.208 0.494 0.076
H -5.33820 2.41063 5.13281 -0.299 0.102 0.690 0.062
H -1.55032 -4.81299 0.53242 0.040 -0.214 -0.616 0.095
H -0.77734 -5.71395 -1.44007 -1.491 0.676 -0.090 0.106
H -1.33406 -5.30777 -3.00004 -0.225 0.173 -0.678 0.068
H -2.51358 -4.90361 -1.74683 0.294 -0.562 0.427 0.082
H 0.94368 -4.66659 -2.29770 0.384 1.020 -0.807 0.095
H 1.26721 -2.84245 -2.37935 0.112 -0.205 0.451 0.058
H 0.38002 -3.52901 -3.70235 0.155 -0.730 0.839 0.091
H -2.74752 -2.72316 -1.96031 0.184 0.070 -0.288 0.088
H -1.85102 -2.43751 -3.51747 0.228 -0.431 0.908 0.096
H -1.40543 -1.56614 -1.98565 -0.579 -0.419 -0.821 0.072
S 6.79348 0.82066 2.00701 0.086 -0.010 -0.231 0.573
C 5.77457 1.34055 0.81303 0.407 0.489 0.273 -1.112
S 4.12523 1.78202 1.11690 0.098 -0.583 -0.132 0.952
C 3.89403 2.02702 -0.58303 -0.983 0.962 0.009 -1.040
N 4.95791 1.97981 -1.29524 0.181 -0.126 0.015 0.060
N 6.03682 1.62992 -0.49508 -0.504 -0.503 0.517 -0.157
C 7.33333 1.57874 -1.08964 -0.252 1.044 0.116 -0.240
C 8.05022 0.39773 -1.09681 -0.136 -0.476 -0.670 -0.054
C 9.25132 0.32316 -1.76906 0.998 0.317 0.394 -0.068
C 9.72947 1.50093 -2.39955 1.569 -2.530 -0.493 -0.116
C 9.04064 2.66327 -2.34042 -0.424 2.521 -0.118 -0.100
C 7.83410 2.76594 -1.60722 1.235 -1.410 -0.758 0.010
S 2.28441 2.63275 -1.06741 0.861 0.177 -0.099 0.553
H 7.60045 -0.47988 -0.67665 -0.050 -0.232 0.346 0.105
H 9.88352 -0.60096 -1.67810 -0.805 1.034 -0.460 0.121
H 10.69096 1.40746 -2.97124 -1.032 0.361 0.631 0.116
H 9.48187 3.56515 -2.85939 -0.702 -1.027 0.761 0.123
H 7.33483 3.69465 -1.46680 -0.443 0.461 -0.089 0.108
C 2.98215 -1.05464 -5.45798 -1.030 -1.266 0.244 -0.002
N 1.74359 -0.35814 -5.13586 0.261 0.300 0.993 -0.028
C 0.67671 -0.30308 -5.96367 0.218 0.673 1.669 -0.009
C -0.51643 0.22322 -5.52221 1.429 -0.807 -0.882 0.004
C -0.57355 0.57958 -4.17629 0.275 0.820 1.995 -0.342
N 0.50022 0.53253 -3.33161 -0.859 0.341 -0.603 0.095
C 1.68994 0.06640 -3.74803 -0.005 -1.135 -1.078 -0.493
O 2.64411 -0.12519 -2.99982 -0.746 0.449 -0.418 0.039
N -1.67965 1.05641 -3.59100 -1.110 0.273 0.962 0.181
H 3.02317 -1.31463 -6.50318 -0.195 -0.078 -0.354 0.090
H 2.98259 -1.96905 -4.83303 0.395 0.395 -0.431 0.114
H 3.81002 -0.44789 -5.22101 0.954 0.651 0.415 0.085
H 0.89508 -0.68669 -6.93371 -0.293 -0.068 -0.684 0.129
H -1.31270 0.38634 -6.20273 -0.669 -0.042 -0.271 0.104
H -2.64255 0.99830 -3.97803 1.528 0.019 0.259 0.143
H -1.59764 1.30641 -2.57441 -0.228 -0.378 -1.247 0.084
```
Positions in Å, forces in eV/Å.

## Properties
HOMO level (alpha / beta), Eh: -0.280 / -0.280
ΔE to the lowest compared entry with this formula, charge and spin, eV: 2.269
Multiplicity: 2